Here is C3H2IN2 as an isolated structure at a distorted geometry from the OMol25 dataset. Energies are from ωB97M-V/def2-TZVPD.

```
8
Properties=species:S:1:pos:R:3:lowdin_charge:R:1
C 0.585 1.326 0.033 -0.32
C -0.448 -0.320 0.485 -0.47
C 0.532 -0.566 -0.666 -0.12
N -0.057 1.948 0.748 0.33
N 1.184 0.539 -0.858 0.18
I -2.448 -0.838 0.034 1.12
H -0.146 -0.630 1.524 0.11
H 0.797 -1.460 -1.301 0.17
```

For the total energy, the calculation gives -522.26546 Ha. As for the energy above the lowest of the compared OMol25 structures with the same formula, charge and spin: 130.25 kJ/mol. The value obtained for the HOMO energy is -15.62 eV. The net charge is +1. The HOMO-LUMO gap comes out at 7.8 eV. As for the maximum force: 3.14 eV/A. For the molar mass, the calculation gives 193.0 g mol⁻¹.

---

Here is an isolated ion of composition C3H2IN3 and charge +2 at a distorted geometry from the OMol25 dataset. Energies are from ωB97M-V/def2-TZVPD.

```
9
Properties=species:S:1:pos:R:3:lowdin_charge:R:1
I -2.464 1.582 1.071 1.38
C -0.794 0.532 0.600 -0.65
N -0.342 0.174 -0.631 0.15
C 0.798 -0.542 -0.853 0.07
N 1.520 -0.947 0.173 0.28
C 0.985 -0.551 1.235 0.10
N 0.065 0.069 1.733 0.25
H -0.905 0.462 -1.455 0.21
H 1.136 -0.780 -1.874 0.21
```

For the total energy, the calculation gives -576.61569 Ha. As for the energy above the lowest of the compared OMol25 structures with the same formula, charge and spin: 127.37 kJ/mol. The value obtained for the HOMO energy is -20.11 eV. The net charge is +2. The HOMO-LUMO gap comes out at 7.7 eV. As for the maximum force: 2.48 eV/A. As for the structure (SMILES): IC1=[NH+]C=[N+]=C=N1. For the molar mass, the calculation gives 207.0 g mol⁻¹.

---

Here is a 2-piece molecular cluster, C3H2IO3 overall at a distorted geometry from the OMol25 dataset. Energies are from ωB97M-V/def2-TZVPD.

```
9
Properties=species:S:1:pos:R:3:lowdin_charge:R:1
C 0.379 0.272 -0.395 -0.49
C 2.773 1.127 -0.189 -0.16
C -2.532 0.315 1.624 0.02
O 3.797 1.534 -0.133 0.44
O -3.555 0.387 2.079 0.08
O 1.658 0.765 0.040 0.14
I -0.528 1.520 -1.901 0.93
H -0.399 0.566 0.339 -0.02
H 0.399 -0.733 -0.620 0.06
```

For the total energy, the calculation gives -638.55538 Ha. As for the energy above the lowest of the compared OMol25 structures with the same formula, charge and spin: 206.89 kJ/mol. The value obtained for the HOMO energy is -14.36 eV. The net charge is +1. The HOMO-LUMO gap comes out at 9.1 eV. As for the maximum force: 4.56 eV/A. For the molar mass, the calculation gives 213.0 g mol⁻¹.

---

Here is C3H2IO3 as an isolated structure at a distorted geometry from the OMol25 dataset. Energies are from ωB97M-V/def2-TZVPD.

```
9
Properties=species:S:1:pos:R:3:lowdin_charge:R:1
C -1.176 0.452 -0.735 -0.51
C 1.567 -1.123 1.678 -0.41
C -0.006 0.319 -1.402 -0.23
O 2.345 -1.576 2.376 0.28
O 0.968 0.278 -1.943 0.39
O 0.781 -0.700 0.976 0.13
I -0.811 2.075 0.685 1.05
H -1.662 -0.555 -0.265 0.19
H -2.006 0.831 -1.369 0.11
```

For the total energy, the calculation gives -638.63418 Ha. As for the energy above the lowest of the compared OMol25 structures with the same formula, charge and spin: 0.00 kJ/mol. The value obtained for the HOMO energy is -14.89 eV. The net charge is +1. The HOMO-LUMO gap comes out at 8.6 eV. As for the maximum force: 5.00 eV/A. For the molar mass, the calculation gives 213.0 g mol⁻¹.

---

Here is C3H2KLiMgO3 as an isolated structure at a distorted geometry from the OMol25 dataset. Energies are from ωB97M-V/def2-TZVPD.

```
11
Properties=species:S:1:pos:R:3:lowdin_charge:R:1
C -1.460 0.746 -2.767 -0.25
C -0.674 0.451 -1.622 -0.14
O -1.934 1.017 -3.780 -0.08
H 0.297 0.938 -1.724 0.11
H -0.417 -0.609 -1.635 0.11
Mg -4.456 2.692 -2.817 0.68
Li -3.916 2.339 -4.761 0.31
O -1.272 0.715 -0.066 -0.09
C -0.532 1.318 0.778 -0.57
O 0.461 1.291 1.359 0.01
K -0.983 0.034 3.422 0.91
```

For the total energy, the calculation gives -1148.34584 Ha. The value obtained for the HOMO energy (spin up / spin down) is -7.58 / -8.36 eV. The net charge is +1. The HOMO-LUMO gap (spin up / spin down) comes out at 4.1 / 4.9 eV. As for the maximum force: 8.76 eV/A. The spin multiplicity is 2. As for the expectation value of S²: 0.79. For the molar mass, the calculation gives 156.4 g mol⁻¹.

---

Here is C3H2Li2O3 as an isolated structure at a distorted geometry from the OMol25 dataset. Energies are from ωB97M-V/def2-TZVPD.

```
10
Properties=species:S:1:pos:R:3:lowdin_charge:R:1
O -2.054 1.429 0.021 0.02
C -2.473 0.319 0.002 -0.18
C -1.995 -0.974 -0.026 0.05
H -2.176 -1.500 -0.969 0.10
H -2.206 -1.565 0.869 0.10
C 0.441 -0.682 -0.005 -0.47
O 0.862 0.509 0.009 -0.23
O 1.117 -1.705 0.084 -0.01
Li 2.388 -0.297 0.025 0.81
Li -0.166 2.052 0.030 0.82
```

For the total energy, the calculation gives -356.07559 Ha. As for the energy above the lowest of the compared OMol25 structures with the same formula, charge and spin: 165.38 kJ/mol. The value obtained for the HOMO energy (spin up / spin down) is -11.81 / -13.76 eV. The net charge is +1. The HOMO-LUMO gap (spin up / spin down) comes out at 7.9 / 9.0 eV. As for the maximum force: 2.42 eV/A. The spin multiplicity is 2. As for the expectation value of S²: 0.83. For the molar mass, the calculation gives 99.9 g mol⁻¹.

---

> Which value of net charge does entry 3 give?

+1

---

Copy entry 6 word for word.
Here is C3H2Li2O3 as an isolated structure at a distorted geometry from the OMol25 dataset. Energies are from ωB97M-V/def2-TZVPD.

```
10
Properties=species:S:1:pos:R:3:lowdin_charge:R:1
O -2.054 1.429 0.021 0.02
C -2.473 0.319 0.002 -0.18
C -1.995 -0.974 -0.026 0.05
H -2.176 -1.500 -0.969 0.10
H -2.206 -1.565 0.869 0.10
C 0.441 -0.682 -0.005 -0.47
O 0.862 0.509 0.009 -0.23
O 1.117 -1.705 0.084 -0.01
Li 2.388 -0.297 0.025 0.81
Li -0.166 2.052 0.030 0.82
```

For the total energy, the calculation gives -356.07559 Ha. As for the energy above the lowest of the compared OMol25 structures with the same formula, charge and spin: 165.38 kJ/mol. The value obtained for the HOMO energy (spin up / spin down) is -11.81 / -13.76 eV. The net charge is +1. The HOMO-LUMO gap (spin up / spin down) comes out at 7.9 / 9.0 eV. As for the maximum force: 2.42 eV/A. The spin multiplicity is 2. As for the expectation value of S²: 0.83. For the molar mass, the calculation gives 99.9 g mol⁻¹.

---

> Which of these has the lowest maximum force?

C3H2Li2O3

---

> Which value of net charge does entry 3 give?

+1